(1)
# C3H4HgO4

A structure of composition C3H4HgO4 (ωB97M-V/def2-TZVPD, the Open Molecules 2025 dataset).

Geometry as XYZ:
```
12
C3H4HgO4, DFT ωB97M-V/def2-TZVPD
O -1.382 1.080 -0.497
C -0.972 0.941 0.768
C -1.194 -0.148 -1.136
O -0.078 1.582 1.289
O -1.175 -0.352 1.057
C -1.049 -1.070 -0.136
Hg 2.026 1.527 1.668
H -1.711 -0.257 -2.084
H -1.275 -2.130 -0.097
H 1.600 -0.237 -0.774
O 2.170 -0.337 0.127
H 3.040 -0.598 -0.187
```

The value obtained for the relative energy (zero: lowest compared OMol25 entry of this formula, charge and spin) is 31.9 kcal per mole. The expectation value of S² is 0.752. The charge is +1. Its spin multiplicity is 2. The total energy is -15530.305 eV. The orbital gap (alpha / beta) comes out at 9.32 / 7.36 eV.

(2)
# C4H6OS

An isolated molecule of C4H6OS (ωB97M-V/def2-TZVPD, the Open Molecules 2025 dataset).

Geometry as XYZ:
```
12
C4H6OS, DFT ωB97M-V/def2-TZVPD
C 0.966 -1.213 -1.455
C -0.449 -0.618 -1.195
O -1.272 -0.505 -2.064
C -0.857 -0.416 0.218
C -0.152 0.816 0.602
S 0.753 1.021 1.917
H 1.743 -0.479 -1.097
H 1.085 -1.432 -2.506
H 1.095 -2.126 -0.886
H -0.582 -1.168 0.962
H -1.856 -0.161 0.393
H -0.413 1.655 -0.046
```

The SMILES is CC(=O)CC=S. The value obtained for the relative energy (zero: lowest compared OMol25 entry of this formula, charge and spin) is 32.0 kcal per mole. The charge is 0. The total energy is -17126.742 eV. The orbital gap comes out at 8.47 eV.

(3)
# C29H33N8NiO5S

A structure of composition C29H33N8NiO5S (ωB97M-V/def2-TZVPD, the Open Molecules 2025 dataset).

Geometry as XYZ:
```
77
C29H33N8NiO5S, DFT ωB97M-V/def2-TZVPD
Ni -0.131 1.348 0.411
O 0.799 5.508 -1.696
C 0.239 4.303 -1.420
O 0.301 3.345 -2.229
C -0.452 4.324 -0.067
C -1.089 5.541 0.319
C -1.631 5.631 1.654
C -1.395 4.541 2.485
C -0.545 3.509 2.089
N -0.302 3.273 0.778
C 0.149 2.775 3.326
O 1.198 3.482 3.788
O -0.197 1.694 3.798
H 1.191 5.440 -2.591
H -1.119 6.361 -0.383
H -2.122 6.543 1.999
H -1.869 4.399 3.460
H 1.266 4.358 3.337
N -1.335 -2.685 4.209
C -0.343 -2.290 3.104
C -0.802 -0.972 2.477
N 0.205 -0.343 1.604
H -0.922 -3.468 4.728
H -2.249 -2.999 3.826
H -1.446 -1.844 4.846
H -0.298 -3.162 2.404
H 0.678 -2.122 3.544
H -1.102 -0.225 3.247
H -1.713 -1.194 1.834
H 0.654 -1.035 0.990
H 0.980 -0.044 2.160
C 0.468 -7.001 -3.621
C 1.091 -5.600 -3.377
C 1.207 -5.097 -2.040
C 1.815 -3.866 -1.791
C 2.284 -3.052 -2.889
N 2.866 -1.855 -2.573
C 3.167 -0.841 -3.484
O 3.101 -0.959 -4.685
N 3.762 0.252 -2.818
C 3.419 0.685 -1.516
C 4.422 0.704 -0.529
C 4.054 0.937 0.807
C 2.730 1.204 1.093
N 1.768 1.140 0.120
C 2.074 0.826 -1.158
C 2.087 -3.523 -4.229
C 1.476 -4.752 -4.399
H 0.731 -7.602 -2.763
H 0.856 -7.529 -4.544
H -0.586 -6.865 -3.688
H 0.859 -5.718 -1.224
H 1.996 -3.557 -0.799
H 3.186 -1.784 -1.616
H 4.146 0.964 -3.434
H 5.452 0.374 -0.873
H 4.821 0.900 1.572
H 2.430 1.644 2.047
H 1.296 0.823 -1.899
H 2.383 -2.945 -5.096
H 1.237 -5.064 -5.393
N -1.674 1.419 -2.500
C -2.385 0.989 -1.418
N -1.955 1.143 -0.150
C -2.998 0.841 0.750
C -3.085 1.067 2.100
C -4.202 0.702 2.841
C -5.338 0.289 2.174
C -5.276 -0.014 0.810
C -4.136 0.296 0.095
S -4.039 0.427 -1.646
H -1.114 2.285 -2.402
H -2.179 1.405 -3.378
H -2.168 1.460 2.561
H -4.167 0.929 3.901
H -6.325 0.244 2.702
H -6.159 -0.319 0.328
```

The value obtained for the relative energy (zero: lowest compared OMol25 entry of this formula, charge and spin) is 51.5 kcal per mole. The expectation value of S² is 2.006. The charge is +3. Its spin multiplicity is 3. The total energy is -104621.402 eV. The orbital gap (alpha / beta) comes out at 4.81 / 4.23 eV.

(4)
# C12H17N

A cluster of 2 separate species, C12H17N in total (ωB97M-V/def2-TZVPD, the Open Molecules 2025 dataset).

Geometry as XYZ:
```
30
C12H17N, DFT ωB97M-V/def2-TZVPD
C 2.660 -1.170 2.440
C 1.510 -0.879 1.532
C 0.772 -1.743 0.658
N -0.322 -1.068 0.145
C -0.346 0.243 0.692
C -1.127 1.195 0.224
C -0.884 2.326 0.931
C -0.058 2.517 1.990
C 0.779 1.449 2.407
C 0.723 0.343 1.605
H 3.550 -1.566 1.821
H 2.527 -1.986 3.069
H 2.858 -0.314 2.984
H 0.953 -2.735 0.457
H -1.134 -1.348 -0.472
H -1.852 1.165 -0.589
H -1.631 3.178 0.719
H -0.201 3.440 2.643
H 1.317 1.518 3.275
C -0.276 -1.808 -3.411
C -0.750 -0.350 -3.883
C -2.189 -0.083 -3.106
H 0.349 -2.118 -4.169
H -1.213 -2.465 -3.303
H 0.258 -1.614 -2.522
H -0.108 0.472 -3.745
H -0.917 -0.309 -4.964
H -3.033 -0.032 -3.796
H -2.250 -0.805 -2.361
H -2.105 0.746 -2.530
```

The SMILES is Cc1c[nH]c2ccccc12.CCC. The value obtained for the relative energy (zero: lowest compared OMol25 entry of this formula, charge and spin) is 64.6 kcal per mole. The charge is 0. The total energy is -14207.535 eV. The orbital gap comes out at 8.44 eV.

(5)
# C21H21N4O2

A cluster of 2 separate species, C21H21N4O2 in total (ωB97M-V/def2-TZVPD, the Open Molecules 2025 dataset).

Geometry as XYZ:
```
48
C21H21N4O2, DFT ωB97M-V/def2-TZVPD
C -5.672 1.465 0.390
N -4.713 2.097 1.282
C -5.273 3.142 2.124
C -3.341 1.818 1.226
C -2.463 2.613 0.446
C -1.111 2.316 0.379
C -0.561 1.225 1.095
C 0.855 0.929 1.078
C 1.810 1.917 1.020
C 3.201 1.638 0.959
N 4.356 1.443 0.929
C 1.518 3.296 1.228
N 1.365 4.443 1.425
C -1.453 0.403 1.826
C -2.799 0.702 1.923
H -5.169 0.721 -0.243
H -6.459 0.971 0.981
H -6.149 2.227 -0.248
H -4.496 3.592 2.758
H -5.737 3.925 1.502
H -6.058 2.714 2.766
H -2.879 3.462 -0.103
H -0.462 2.928 -0.243
H 1.158 -0.114 1.187
H -1.042 -0.456 2.361
H -3.471 0.102 2.541
C 6.035 0.174 -2.402
C 5.223 -0.682 -1.450
O 4.022 -1.127 -2.135
C 3.260 -1.991 -1.388
C 1.987 -2.262 -2.028
C 0.999 -3.086 -1.467
C 1.224 -3.804 -0.243
C 0.178 -4.511 0.348
N -1.040 -4.583 -0.198
C -1.274 -3.986 -1.377
C -0.304 -3.252 -2.063
O 3.679 -2.426 -0.308
H 6.745 0.809 -1.855
H 6.633 -0.468 -3.058
H 5.389 0.819 -3.008
H 5.786 -1.567 -1.126
H 4.953 -0.100 -0.551
H 1.836 -1.790 -2.987
H 2.200 -3.748 0.221
H 0.365 -5.027 1.297
H -2.288 -4.105 -1.785
H -0.561 -2.807 -3.027
```

The charge is -1. The total energy is -32172.360 eV. The orbital gap comes out at 4.06 eV.

The highest charge belongs to which entry? C29H33N8NiO5S

charge of number 4 (C12H17N)? 0